# C36H46Br2F29N3O18PS3

A cluster of 7 separate species, C36H46Br2F29N3O18PS3 in total in a non-equilibrium geometry (ωB97M-V/def2-TZVPD, the OMol25 dataset).

The geometry in XYZ format:
```
138
C36H46Br2F29N3O18PS3 (ωB97M-V/def2-TZVPD)
N -4.0107 -1.8632 -1.3344
P -4.1931 -1.3065 0.1598
O -5.7351 -2.0545 0.6528
O -2.8221 -1.9930 1.0595
C -4.3371 0.6092 0.3752
S -4.1555 0.7869 2.2711
O -4.4690 2.1861 2.8260
O -2.6859 0.4827 2.7651
C -5.2151 -0.3785 3.2818
F -5.1444 0.1564 4.6965
F -4.6415 -1.7712 3.4109
F -6.6567 -0.3889 2.9548
C -5.8353 0.9495 -0.1736
F -6.1208 0.2711 -1.4961
N -6.2426 2.3754 -0.3573
S -6.9972 3.1522 1.0218
C -5.2389 3.2649 -1.1079
S -5.8445 4.9992 -1.4497
O -5.4513 6.0967 -0.4574
O -7.4119 5.1045 -1.6165
C -5.1698 5.5520 -3.1502
F -5.7935 6.8708 -3.4615
F -3.6997 5.7289 -3.1633
C -5.5457 4.5240 -4.3670
F -4.3643 3.5979 -4.5378
F -6.7140 3.6492 -4.1259
C -5.7802 5.2409 -5.8317
F -5.6336 4.1330 -6.8486
F -4.7980 6.2955 -6.1701
F -7.2027 5.6627 -5.9076
C -3.6901 3.1182 -0.5990
C -3.2440 4.0729 0.6432
C -2.2873 5.3693 0.1928
C -0.6756 5.0148 0.4660
Br 0.3630 4.7468 -1.2389
C -3.2356 1.5099 -0.4447
N -1.7996 1.3364 -0.0042
Br -3.0269 0.9956 -2.4203
H -3.1279 -2.4169 -1.3719
H -6.0587 -2.6725 -0.0658
H -2.7166 -2.9288 0.7067
H -6.6415 0.4606 0.5599
H -7.0497 2.3274 -1.0583
H -6.4267 4.3988 1.3112
H -5.2618 2.7839 -2.2051
H -3.0303 3.5094 -1.5175
H -2.6632 3.5585 1.5176
H -4.2555 4.4577 1.1507
H -2.5787 6.2973 0.8619
H -2.4579 5.6477 -0.9303
H -0.2225 5.8849 1.1284
H -0.5465 4.0276 1.0982
H -1.5501 1.8357 0.8644
H -1.1430 1.7172 -0.7478
C 2.9062 -4.4951 1.3490
C 2.2464 -5.4067 0.3312
O 0.9401 -4.9203 -0.0153
C 0.9012 -3.8932 -0.9221
O 1.9007 -3.3868 -1.4263
C -0.5425 -3.5053 -1.2349
F -1.3097 -3.3810 -0.1136
F -1.1640 -4.4326 -2.0187
F -0.6455 -2.3179 -1.8962
H 2.2626 -4.3685 2.2256
H 3.8676 -4.9054 1.6711
H 3.0779 -3.4967 0.9346
H 2.1088 -6.4020 0.7675
H 2.8655 -5.5315 -0.5645
C 1.4123 3.0386 5.2366
C 2.7659 3.6434 4.9134
O 3.5447 2.7448 4.1078
C 3.2448 2.7217 2.7705
O 2.3659 3.4076 2.2539
C 4.1730 1.7635 2.0269
F 4.3080 0.5625 2.6600
F 5.4337 2.2679 1.8981
F 3.7466 1.4786 0.7641
H 1.5323 2.0565 5.7051
H 0.8493 3.6880 5.9131
H 0.8190 2.8870 4.3295
H 3.3254 3.8032 5.8415
H 2.6688 4.6196 4.4247
C 7.7399 -6.2913 6.7068
C 7.0801 -7.2030 5.6890
O 5.7738 -6.7166 5.3425
C 5.7349 -5.6894 4.4357
O 6.7344 -5.1831 3.9315
C 4.2911 -5.3015 4.1229
F 3.5239 -5.1773 5.2442
F 3.6697 -6.2288 3.3391
F 4.1882 -4.1142 3.4616
H 7.0963 -6.1647 7.5834
H 8.7013 -6.7017 7.0289
H 7.9115 -5.2930 6.2925
H 6.9425 -8.1983 6.1254
H 7.6992 -7.3277 4.7933
C -0.7149 7.2792 9.9525
C -1.9371 6.3870 9.8389
O -1.6476 5.2276 9.0421
C -0.9766 4.2141 9.6755
O -0.6207 4.2583 10.8507
C -0.7750 3.0297 8.7324
F -0.3237 3.4070 7.5014
F -1.9336 2.3429 8.5174
F 0.1249 2.1200 9.2018
H -0.3362 7.5403 8.9590
H -0.9555 8.1989 10.4934
H 0.0992 6.7714 10.4790
H -2.7397 6.9304 9.3285
H -2.3214 6.0966 10.8234
C 0.0748 -1.1861 -4.4731
C 1.3753 -1.8819 -4.8295
O 1.4449 -2.1368 -6.2413
C 1.8072 -1.0742 -7.0277
O 2.0590 0.0463 -6.5910
C 1.8870 -1.4922 -8.4946
F 0.8091 -2.2278 -8.8924
F 2.9850 -2.2601 -8.7496
F 1.9570 -0.4327 -9.3490
H -0.7818 -1.7640 -4.8349
H -0.0137 -1.0611 -3.3900
H 0.0120 -0.1989 -4.9413
H 1.4178 -2.8553 -4.3289
H 2.2478 -1.3097 -4.4938
C 4.2288 -4.8844 -9.3866
C 5.7066 -4.9421 -9.0470
O 6.2702 -6.2025 -9.4430
C 6.5789 -6.3327 -10.7721
O 6.3940 -5.4510 -11.6076
C 7.2097 -7.6962 -11.0474
F 6.5279 -8.7209 -10.4588
F 8.4884 -7.7732 -10.5792
F 7.2720 -7.9978 -12.3751
H 3.6996 -5.7348 -8.9448
H 3.7820 -3.9572 -9.0163
H 4.0681 -4.9377 -10.4679
H 5.8351 -4.8641 -7.9619
H 6.2599 -4.1098 -9.4966
```

Output
energy = -12497.2316 hartree
net charge = +1
spin multiplicity = 1
max |F| = 9.961 eV Å⁻¹

Mulliken population analysis, charges in e, atoms 1 to 4: -0.8856 1.4527 -0.6391 -0.3615

# C23H17ClF5N2O5PbSTe

A structure of composition C23H17ClF5N2O5PbSTe (ωB97M-V/def2-TZVPD, the OMol25 dataset).

The geometry in XYZ format:
```
56
C23H17ClF5N2O5PbSTe (ωB97M-V/def2-TZVPD)
Pb -0.6801 -1.3365 -2.6002
Cl -5.0770 -3.2090 3.7595
C -4.3682 -2.7905 2.2528
C -5.1223 -3.1721 1.0522
C -4.5838 -3.0462 -0.1602
C -3.2023 -2.5750 -0.2988
O -2.5324 -2.8378 -1.2707
C -2.6404 -1.7202 0.8623
C -1.1246 -1.6925 0.9644
N -0.3239 -1.2931 0.0647
C 1.0313 -1.0800 0.4466
C 1.3857 -0.6710 1.7068
C 2.7324 -0.4310 2.0408
C 3.7109 -0.5747 1.1012
C 3.3747 -0.9352 -0.2249
C 4.3401 -1.0408 -1.2519
C 3.9473 -1.3269 -2.5260
C 2.5781 -1.5014 -2.7786
N 1.6585 -1.4506 -1.8396
C 2.0281 -1.1732 -0.5610
C -3.2051 -2.1519 2.1885
H -6.1117 -3.5865 1.1915
H -5.0826 -3.3738 -1.0615
H -0.7428 -1.9941 1.9408
H 0.6227 -0.4748 2.4485
H 2.9793 -0.1183 3.0460
H 4.7489 -0.3915 1.3472
H 5.3831 -0.8730 -1.0144
H 4.6515 -1.3927 -3.3420
H 2.2340 -1.6569 -3.7954
H -2.6858 -1.8410 3.0854
C 1.8008 3.4732 2.5566
C 0.6647 2.7977 1.8443
C 0.7332 2.5283 0.4827
C -0.3177 1.9043 -0.1747
C -1.4431 1.5513 0.5446
C -1.5515 1.8224 1.9064
C -0.4914 2.4363 2.5446
S -2.7906 0.8035 -0.2858
O -3.2245 -0.3811 0.6980
O -3.9210 1.6538 -0.3059
O -2.3333 0.2229 -1.5333
H 2.6702 3.5743 1.9098
H 2.0933 2.9126 3.4459
H 1.5071 4.4709 2.8862
H 1.6165 2.8027 -0.0808
H -0.2609 1.7094 -1.2334
H -2.4513 1.5648 2.4508
H -0.5624 2.6527 3.6039
F 2.1876 3.3462 -4.2239
Te 1.1455 1.8398 -4.0180
F -0.1171 2.9523 -3.2310
F 0.4441 2.1835 -5.6862
F 2.5533 0.8865 -4.7717
F 1.9772 1.6570 -2.3434
O 0.1475 0.3468 -3.7594
```

Output
energy = -3190.7691 hartree
net charge = +1
spin multiplicity = 1
ΔE to the lowest compared entry with this formula, charge and spin = 0.0844 eV
max |F| = 0.112 eV Å⁻¹

natural (NBO) population analysis, charges in e, atoms 1 to 4: 1.6212 0.0799 -0.0097 -0.1298

# C4H12NO3

A cluster of 2 separate species, C4H12NO3 in total in a non-equilibrium geometry (ωB97M-V/def2-TZVPD, the OMol25 dataset).

The geometry in XYZ format:
```
20
C4H12NO3 (ωB97M-V/def2-TZVPD)
C 0.9571 0.2461 -0.0352
C 1.5944 -1.0996 -0.6033
C 0.5803 -2.1607 -0.9401
O 0.0036 -2.7475 0.2447
N -0.2872 0.0678 0.6351
C -0.6992 1.2139 1.5666
O -0.7399 2.4100 0.9725
H 1.7512 0.6068 0.6336
H 0.8756 0.8075 -0.9836
H 2.1605 -0.6345 -1.4223
H 2.3282 -1.6322 0.0312
H -0.2901 -1.9106 -1.5607
H 0.9701 -3.0078 -1.5136
H -0.1335 -1.9827 0.8162
H -0.9717 -0.2909 -0.0191
H -1.7400 0.9726 1.8594
H 0.1542 1.1085 2.2808
H -2.1587 2.7919 -1.4185
H -1.7420 2.5747 0.0467
O -2.6129 2.6665 -0.5904
```

Output
energy = -440.0651 hartree
net charge = -1
spin multiplicity = 1
ΔE to the lowest compared entry with this formula, charge and spin = 1.1702 eV
max |F| = 2.031 eV Å⁻¹

natural (NBO) population analysis, charges in e, atoms 1 to 4: -0.1921 -0.4465 -0.0808 -0.7637

# C19H38ClN3O2

A cluster of 3 separate species, C19H38ClN3O2 in total (ωB97M-V/def2-TZVPD, the OMol25 dataset).

The geometry in XYZ format:
```
63
C19H38ClN3O2 (ωB97M-V/def2-TZVPD)
N -2.7537 2.5088 4.2400
C -2.9689 2.5209 3.1110
C -3.1890 2.5058 1.6616
C -1.8509 2.7782 0.8963
C -2.1890 2.5325 -0.5120
N -2.4729 2.2872 -1.5980
C -0.8035 1.7512 1.3768
C 0.3837 1.4843 0.4472
C 0.8040 0.0204 0.4353
Cl 1.7541 -0.3652 1.9133
C -1.4943 4.2872 1.1086
C -0.0261 4.6695 1.2754
C 0.7682 4.8598 -0.0276
C 0.1545 5.8819 -0.9911
N -0.6654 5.2994 -2.0687
H -3.9044 3.2937 1.4271
H -3.6030 1.5327 1.4001
H -1.3299 0.8083 1.5474
H -0.4382 2.0618 2.3536
H 0.1967 1.7879 -0.5844
H 1.2424 2.0622 0.7890
H 1.4767 -0.1692 -0.3953
H -0.0499 -0.6479 0.4063
H -2.0390 4.6331 1.9877
H -1.9096 4.8475 0.2710
H 0.4938 3.9988 1.9588
H -0.0156 5.6465 1.7654
H 1.7491 5.2355 0.2747
H 0.9548 3.9166 -0.5383
H -0.4289 6.6139 -0.4293
H 0.9731 6.4377 -1.4518
H -1.6485 5.4934 -1.9369
H -0.5659 4.2934 -2.0897
C -2.8954 -0.7769 -2.5539
C -1.4970 -1.0456 -2.0355
O -1.4429 -1.9217 -0.9197
C -1.9415 -3.2326 -1.1250
C -1.2073 -4.0112 -2.2023
H -3.5252 -0.3777 -1.7589
H -2.8550 -0.0433 -3.3574
H -3.3741 -1.6768 -2.9446
H -1.0682 -0.1082 -1.6795
H -0.8455 -1.4048 -2.8399
H -3.0167 -3.2044 -1.3331
H -1.8190 -3.7347 -0.1651
H -1.3125 -3.5519 -3.1857
H -1.6066 -5.0238 -2.2651
H -0.1426 -4.0717 -1.9713
C 3.4120 -4.2976 2.6477
C 3.3918 -3.5183 1.3437
O 4.3492 -3.9565 0.3931
C 4.2305 -5.2988 -0.0363
C 2.9053 -5.6218 -0.7068
H 4.4013 -4.2498 3.1048
H 2.6853 -3.8749 3.3423
H 3.1596 -5.3495 2.5047
H 3.6381 -2.4786 1.5388
H 2.3867 -3.5250 0.9068
H 4.4171 -5.9879 0.7956
H 5.0425 -5.4408 -0.7499
H 2.0612 -5.5069 -0.0255
H 2.9082 -6.6535 -1.0605
H 2.7400 -4.9624 -1.5605
```

Output
energy = -1521.6364 hartree
SMILES = N#CC[C@](C#N)(CCCCl)CCCCN.CCOCC.CCOCC
spin multiplicity = 1
ΔE to the lowest compared entry with this formula, charge and spin = 0.0000 eV
max |F| = 0.549 eV Å⁻¹

natural (NBO) population analysis, charges in e, atoms 1 to 4: -0.3047 0.2765 -0.4896 -0.1385

# C9H13N

The molecule C9H13N in a non-equilibrium geometry (ωB97M-V/def2-TZVPD, the OMol25 dataset).

The geometry in XYZ format:
```
23
C9H13N (ωB97M-V/def2-TZVPD)
C -2.2897 -1.1061 1.1422
C 0.2631 2.7192 -0.9056
C 1.9360 0.7837 -0.0372
C -0.3977 -0.1077 -1.0279
C -0.4796 1.4085 -0.7753
C 0.9061 0.5198 0.9710
C 0.7431 1.7415 0.1379
C -0.1903 -0.4916 0.5340
C 0.2325 -1.9933 0.6361
N -1.3840 -0.2696 1.2410
H -3.1771 -0.9513 1.8330
H -2.2112 -2.0763 0.5987
H 0.8381 3.1874 -1.8023
H -0.1675 3.6028 -0.4071
H 2.7941 1.2108 0.3234
H 1.9359 0.0566 -0.8640
H -1.4409 -0.4719 -1.4060
H 0.4561 -0.4878 -1.6488
H -1.4654 1.7016 -0.2357
H 1.1574 0.5277 2.0839
H -0.6206 -2.6808 0.4749
H 0.7834 -2.4152 1.5643
H 0.9445 -2.1695 -0.0948
```

Output
energy = -405.2610 hartree
SMILES = C=N[C@@]1(C)C[C@@H]2C[C@]23C[C@@H]31
spin multiplicity = 1
ΔE to the lowest compared entry with this formula, charge and spin = 4.5604 eV
max |F| = 3.357 eV Å⁻¹

natural (NBO) population analysis, charges in e, atoms 1 to 4: -0.0416 -0.3487 -0.4355 -0.4104

# C9H36CaN11O12

A structure of composition C9H36CaN11O12 in a non-equilibrium geometry (ωB97M-V/def2-TZVPD, the OMol25 dataset).

The geometry in XYZ format:
```
69
C9H36CaN11O12 (ωB97M-V/def2-TZVPD)
Ca 0.2363 -4.1960 0.1139
N 0.4776 0.3460 -0.4092
O 0.7992 -0.7783 -0.1750
O 1.3822 1.1550 -0.5721
O -0.6919 0.7408 -0.5700
C 5.0881 3.9663 -1.4752
O 5.1791 2.5640 -1.4871
H 4.2613 4.1437 -0.7875
H 5.9862 4.3965 -1.0320
H 4.9002 4.2637 -2.5069
H 4.3466 2.1844 -1.1964
C 5.9836 -0.8875 1.5749
O 6.3247 -1.1277 2.9161
H 6.2558 -1.7216 0.9282
H 4.9233 -0.7008 1.4051
H 6.6271 -0.1952 1.0320
H 6.5811 -2.0279 3.1294
C 1.2357 5.0594 2.2349
O 1.9555 3.9170 2.5896
H 0.1747 4.9918 2.4757
H 1.6190 5.8612 2.8660
H 1.3185 5.3405 1.1850
H 1.7794 3.2909 1.8835
C -5.9007 -0.3617 0.4743
O -6.9346 0.1933 1.3344
H -5.5438 -1.3073 0.8824
H -6.2498 -0.3506 -0.5583
H -5.0408 0.2928 0.6166
H -6.5507 0.1910 2.2142
C 1.5631 -4.5034 -4.5233
O 1.2377 -4.1435 -3.4320
N 2.5613 -4.0875 -5.1129
N 0.8843 -5.2717 -5.2823
H 2.7458 -4.3628 -6.0670
H 2.9863 -3.3565 -4.5606
H 0.1047 -5.6747 -4.7824
H 1.1256 -5.4503 -6.2467
C 2.0280 -2.5890 4.2603
O 1.9341 -3.2439 3.2095
N 2.8953 -2.6527 5.2315
N 1.1748 -1.6327 4.4993
H 2.7603 -2.0813 6.0533
H 3.7810 -3.1313 5.1513
H 0.3875 -1.5519 3.8718
H 1.2975 -1.0458 5.3121
C -2.9759 1.2630 4.7426
O -4.1428 1.1654 4.4096
N -2.5997 1.0544 5.9782
N -2.0779 1.7515 3.9103
H -1.6585 1.1188 6.3389
H -3.2499 0.7493 6.6883
H -1.1128 1.8452 4.1929
H -2.3617 2.0142 2.9772
C -2.6924 3.7333 -4.0978
O -3.0840 4.4752 -4.9698
N -1.4587 3.5737 -3.7316
N -3.4833 3.0050 -3.3902
H -0.7786 3.8258 -4.4344
H -1.1632 3.0649 -2.9106
H -4.4704 3.2032 -3.4701
H -3.0740 2.5322 -2.5971
C -3.4137 -3.0226 -2.9143
O -2.6153 -3.3752 -2.0861
N -3.9638 -3.7627 -3.7864
N -3.7042 -1.7801 -3.0715
H -3.7711 -4.7464 -3.6624
H -4.6398 -3.4102 -4.4488
H -3.0359 -1.1656 -2.6290
H -4.4627 -1.5769 -3.7066
```

Output
energy = -2546.8924 hartree
net charge = +1
spin multiplicity = 1
ΔE to the lowest compared entry with this formula, charge and spin = 11.1455 eV
max |F| = 8.470 eV Å⁻¹

natural (NBO) population analysis, charges in e, atoms 1 to 4: 1.9388 0.7252 -0.6150 -0.5177

Please write out number 4 again, unchanged.
# C19H38ClN3O2

A cluster of 3 separate species, C19H38ClN3O2 in total (ωB97M-V/def2-TZVPD, the OMol25 dataset).

The geometry in XYZ format:
```
63
C19H38ClN3O2 (ωB97M-V/def2-TZVPD)
N -2.7537 2.5088 4.2400
C -2.9689 2.5209 3.1110
C -3.1890 2.5058 1.6616
C -1.8509 2.7782 0.8963
C -2.1890 2.5325 -0.5120
N -2.4729 2.2872 -1.5980
C -0.8035 1.7512 1.3768
C 0.3837 1.4843 0.4472
C 0.8040 0.0204 0.4353
Cl 1.7541 -0.3652 1.9133
C -1.4943 4.2872 1.1086
C -0.0261 4.6695 1.2754
C 0.7682 4.8598 -0.0276
C 0.1545 5.8819 -0.9911
N -0.6654 5.2994 -2.0687
H -3.9044 3.2937 1.4271
H -3.6030 1.5327 1.4001
H -1.3299 0.8083 1.5474
H -0.4382 2.0618 2.3536
H 0.1967 1.7879 -0.5844
H 1.2424 2.0622 0.7890
H 1.4767 -0.1692 -0.3953
H -0.0499 -0.6479 0.4063
H -2.0390 4.6331 1.9877
H -1.9096 4.8475 0.2710
H 0.4938 3.9988 1.9588
H -0.0156 5.6465 1.7654
H 1.7491 5.2355 0.2747
H 0.9548 3.9166 -0.5383
H -0.4289 6.6139 -0.4293
H 0.9731 6.4377 -1.4518
H -1.6485 5.4934 -1.9369
H -0.5659 4.2934 -2.0897
C -2.8954 -0.7769 -2.5539
C -1.4970 -1.0456 -2.0355
O -1.4429 -1.9217 -0.9197
C -1.9415 -3.2326 -1.1250
C -1.2073 -4.0112 -2.2023
H -3.5252 -0.3777 -1.7589
H -2.8550 -0.0433 -3.3574
H -3.3741 -1.6768 -2.9446
H -1.0682 -0.1082 -1.6795
H -0.8455 -1.4048 -2.8399
H -3.0167 -3.2044 -1.3331
H -1.8190 -3.7347 -0.1651
H -1.3125 -3.5519 -3.1857
H -1.6066 -5.0238 -2.2651
H -0.1426 -4.0717 -1.9713
C 3.4120 -4.2976 2.6477
C 3.3918 -3.5183 1.3437
O 4.3492 -3.9565 0.3931
C 4.2305 -5.2988 -0.0363
C 2.9053 -5.6218 -0.7068
H 4.4013 -4.2498 3.1048
H 2.6853 -3.8749 3.3423
H 3.1596 -5.3495 2.5047
H 3.6381 -2.4786 1.5388
H 2.3867 -3.5250 0.9068
H 4.4171 -5.9879 0.7956
H 5.0425 -5.4408 -0.7499
H 2.0612 -5.5069 -0.0255
H 2.9082 -6.6535 -1.0605
H 2.7400 -4.9624 -1.5605
```

Output
energy = -1521.6364 hartree
SMILES = N#CC[C@](C#N)(CCCCl)CCCCN.CCOCC.CCOCC
spin multiplicity = 1
ΔE to the lowest compared entry with this formula, charge and spin = 0.0000 eV
max |F| = 0.549 eV Å⁻¹

natural (NBO) population analysis, charges in e, atoms 1 to 4: -0.3047 0.2765 -0.4896 -0.1385

Q: Among the records above, which one has the highest max |F|?
A: C36H46Br2F29N3O18PS3

Q: energy of number 6 (C9H36CaN11O12)?
A: -2546.8924 hartree